34
Properties=species:S:1:pos:R:3 method="wB97M-V/def2-TZVPD" e_homo_ev="-8.907 / -9.079" orbital_gap_ev="6.235 / 7.257" multiplicity=5
Mn -0.15365 -0.34676 0.15626
O 3.79422 -0.95098 -0.82103
C 2.86811 -0.75179 -0.08988
O 1.65364 -0.41086 -0.60353
C 2.99968 -0.81751 1.40047
C 4.27967 -0.53987 1.87939
C 4.55967 -0.54321 3.23262
C 3.54825 -0.83572 4.13559
C 2.27411 -1.11985 3.67845
C 1.98564 -1.11901 2.31404
S 0.33415 -1.63646 1.92156
H 5.04950 -0.31699 1.15401
H 5.55783 -0.31548 3.58070
H 3.74680 -0.84000 5.19928
H 1.48528 -1.34953 4.38252
F 0.78331 3.37318 -0.48432
Te 1.19225 1.73511 -1.28945
F 2.87669 2.07709 -0.59771
F 0.69160 1.35147 0.77947
F 0.66552 2.77788 -2.75716
F 2.16227 0.94479 -2.67365
O -0.41480 0.80486 -1.36478
Br -5.53127 -1.30938 0.74640
C -4.83363 -0.57720 -0.84605
C -5.66077 0.22046 -1.62417
C -5.18085 0.77294 -2.79938
C -3.87886 0.52852 -3.20927
C -3.04917 -0.27224 -2.44341
C -3.52883 -0.81301 -1.25729
I -2.23761 -2.02538 -0.11937
H -6.67567 0.40411 -1.30174
H -5.83171 1.39696 -3.39650
H -3.49870 0.95957 -4.12483
H -2.03266 -0.45568 -2.75721